Here is a single C18H17NO3 molecule from the Open Molecules 2025 dataset. Energies are from wB97M-V/def2-TZVPD.

Last column: Löwdin charge in e.
Geometry (Å):
O  -0.95423  0.14943  4.49251  0.08
C  -0.62421  0.37029  3.34851  -0.45
N  0.65827  0.17146  2.92501  0.13
C  1.07960  0.20304  1.57524  -0.26
C  1.43601  -0.97844  0.94172  0.07
C  1.79356  -0.97938  -0.39860  -0.20
C  1.81842  0.22410  -1.11075  -0.21
C  1.47187  1.40375  -0.46636  0.02
C  1.10828  1.39797  0.86439  -0.02
H  0.86234  2.32372  1.35900  0.12
H  1.49979  2.31995  -1.03310  0.13
O  2.19047  0.28311  -2.42744  -0.02
C  2.84113  -0.88474  -2.87745  -0.14
C  2.09252  -2.12564  -2.39577  -0.14
H  1.05909  -2.08698  -2.76397  0.12
O  2.09470  -2.17931  -0.98571  -0.02
H  2.57505  -3.04096  -2.74133  0.13
H  3.87012  -0.91144  -2.49261  0.14
H  2.85875  -0.82961  -3.96675  0.13
H  1.42290  -1.91847  1.47091  0.13
H  1.26225  -0.29599  3.58923  0.16
C  -1.54800  0.84373  2.26635  -0.17
C  -2.97333  0.40751  2.22947  -0.03
C  -1.99320  -0.18949  1.25240  -0.18
C  -1.97005  0.13058  -0.18905  -0.19
C  -2.28164  1.39670  -0.67436  -0.04
C  -2.20082  1.67483  -2.02593  -0.08
C  -1.81502  0.69152  -2.92019  -0.09
C  -1.51664  -0.57554  -2.45083  -0.09
C  -1.58786  -0.85165  -1.09826  -0.04
H  -1.34578  -1.84155  -0.73714  0.12
H  -1.23301  -1.35357  -3.14610  0.10
H  -1.75066  0.91017  -3.97556  0.10
H  -2.44100  2.66527  -2.38423  0.10
H  -2.59077  2.17625  0.00625  0.11
H  -1.69129  -1.20911  1.46636  0.15
H  -3.71087  1.10335  1.85961  0.11
H  -3.32583  -0.22474  3.03010  0.11
H  -1.31651  1.82905  1.88718  0.13

As for the total charge: 0. The LUMO energy comes out at 0.75 eV. The calculation puts the total energy at -976.57635 a.u. The calculation puts the gap between HOMO and LUMO at 0.332 Ha.